No. 1
One molecule with the formula C4H6N2O. Source: the Open Molecules 2025 dataset; level of theory: ωB97M-V with the def2-TZVPD basis set.

Computed properties:
LUMO: 0.3976 eV
energy relative to the best compared isomer or geometry (same formula, charge and spin): 328.5 kJ/mol
Kohn-Sham gap: 9.9 eV
molar mass: 98.1 g mol⁻¹
HOMO energy: -9.51 eV
2S+1: 1

XYZ file:
```
13
C4H6N2O, DFT ωB97M-V with the def2-TZVPD basis set
O 0.727 0.229 0.561
N -3.150 0.625 2.853
N -1.412 0.730 1.045
C -2.354 0.713 2.017
C -0.113 0.598 1.497
C 0.394 -0.193 -0.780
C 1.542 -1.073 -1.224
H -0.548 -0.755 -0.782
H 1.581 -1.976 -0.607
H -1.751 0.650 0.087
H 0.288 0.699 -1.406
H 2.485 -0.535 -1.102
H 1.431 -1.366 -2.271
```

No. 2
A 2-piece molecular cluster, C2H7O2 overall. Source: the Open Molecules 2025 dataset; level of theory: ωB97M-V with the def2-TZVPD basis set.

Computed properties:
LUMO: -6.1559 eV
energy relative to the best compared isomer or geometry (same formula, charge and spin): 155.8 kJ/mol
Kohn-Sham gap: 10.5 eV
charge: +1
molar mass: 63.1 g mol⁻¹
HOMO energy: -16.61 eV
2S+1: 1

XYZ file:
```
11
C2H7O2, DFT ωB97M-V with the def2-TZVPD basis set
O -0.756 1.577 -0.737
O -0.936 -1.023 1.064
C 1.204 -0.655 0.083
C -0.282 -0.869 -0.010
H 1.406 -0.736 1.129
H 1.559 0.419 -0.052
H -0.339 2.128 -1.385
H 1.794 -1.402 -0.470
H -1.858 -0.516 1.221
H -0.923 2.196 -0.027
H -0.869 -1.120 -0.816
```

No. 3
A 15-piece molecular cluster, C29H33BCl56O8PS overall. Source: the Open Molecules 2025 dataset; level of theory: ωB97M-V with the def2-TZVPD basis set.

Computed properties:
LUMO: -3.6887 eV
Kohn-Sham gap: 8.4 eV
charge: +1
molar mass: 2568.8 g mol⁻¹
HOMO energy: -12.04 eV
2S+1: 1

XYZ file:
```
129
C29H33BCl56O8PS, DFT ωB97M-V with the def2-TZVPD basis set
Cl 0.274 -6.202 -6.693
Cl -0.057 4.579 3.859
Cl -5.614 -2.801 6.546
Cl -4.645 1.725 -6.282
Cl 1.326 -2.910 -4.477
Cl 4.547 -2.056 -4.277
Cl -5.216 8.136 0.959
Cl 6.357 -1.012 -6.286
Cl 2.336 -6.212 3.577
Cl -3.798 5.333 -2.483
Cl -5.630 10.407 -3.937
Cl -11.009 8.243 2.775
Cl 9.907 -5.221 7.414
Cl 5.344 0.731 -4.203
Cl 2.744 -3.498 -9.766
Cl 4.391 -6.867 1.638
Cl 5.425 4.940 6.007
Cl -2.459 4.401 -4.880
Cl 5.385 2.848 3.999
Cl -5.677 -0.450 -7.899
Cl 3.630 -8.805 3.653
Cl -6.729 7.992 3.419
Cl 0.511 -8.302 -4.708
Cl -3.992 -0.408 6.773
Cl -2.867 9.627 -3.535
Cl 2.912 4.124 4.813
Cl -3.770 -2.505 8.762
Cl -5.400 2.201 -9.039
Cl -1.295 -8.625 -6.952
Cl -1.494 6.243 1.978
Cl -1.816 6.681 4.832
Cl 1.671 -6.153 -9.318
Cl -0.718 -2.975 -6.536
Cl -5.351 10.444 2.718
Cl -11.316 11.123 2.899
Cl -0.875 -4.786 -4.280
Cl -2.756 -2.940 6.082
Cl -5.339 4.186 -4.653
Cl 7.357 -5.937 6.233
Cl 1.570 -8.711 -7.375
Cl -3.831 8.111 3.520
Cl -4.804 7.693 -4.512
Cl 0.264 -4.293 -11.041
Cl -1.339 -1.948 -3.896
Cl 0.681 7.360 3.537
Cl 9.788 -7.240 5.337
Cl -7.440 1.687 -7.044
Cl 4.293 2.347 6.639
Cl -3.638 2.485 -3.042
Cl 2.776 -5.453 -11.907
Cl -10.867 9.822 0.347
Cl -8.727 9.964 2.298
Cl 8.727 -7.808 7.974
Cl 7.262 -1.345 -3.553
Cl -4.924 8.624 -1.761
Cl 5.104 -6.430 4.418
S 1.186 1.807 2.470
P 1.358 0.224 -0.222
O -3.702 -1.776 3.199
O 0.359 2.142 -2.089
O 1.772 3.194 2.278
O -1.092 1.925 -0.123
O -3.275 -0.115 1.596
O 3.599 -0.976 -1.099
O 6.112 -1.311 1.380
O 1.407 1.456 3.926
C -0.404 -3.157 -4.800
C 5.569 -1.831 0.157
C -3.808 4.104 -3.765
C 8.946 -6.552 6.740
C -1.955 0.063 3.625
C -10.480 9.788 2.080
C 0.266 -7.959 -6.434
C -4.555 9.087 -3.436
C -4.208 -2.640 2.154
C -0.673 6.215 3.553
C 1.864 -4.850 -10.509
C 3.866 -7.079 3.321
C 2.811 0.188 -1.472
C -1.347 -3.098 -0.397
C -2.854 -3.446 -0.016
C 5.849 -3.542 2.577
C 4.905 -0.577 -0.613
C -3.086 -3.652 1.571
C 2.124 0.584 1.458
C -5.279 8.671 2.654
C -1.192 3.362 0.068
C -0.861 -1.660 0.157
C 0.683 -1.558 -0.242
C 4.503 3.566 5.365
C -3.054 -0.647 2.693
C -4.033 -2.164 7.041
C 6.803 -2.354 2.112
C 5.878 -0.921 -4.581
C -5.791 1.291 -7.567
B 0.088 1.535 -0.813
H 6.338 -2.272 -0.550
H -2.118 1.192 3.545
H -4.764 -2.109 1.325
H -0.661 -3.924 -0.020
H -0.933 -0.173 3.178
H -1.537 -0.900 -0.337
H -4.975 -3.322 2.661
H 2.341 -0.077 -2.476
H 4.730 -2.582 0.303
H 7.710 -2.765 1.565
H 0.753 -1.869 -1.345
H 3.149 1.054 1.253
H 2.349 -0.397 1.994
H -2.270 3.612 0.353
H 3.407 1.148 -1.480
H -3.490 -4.718 1.674
H 6.083 -3.945 3.610
H 1.328 -2.250 0.381
H -3.589 -2.668 -0.389
H 4.778 -3.155 2.589
H -0.526 2.425 -2.430
H -0.950 3.984 -0.845
H -0.939 -1.700 1.285
H -1.260 -3.106 -1.533
H 5.912 -4.426 1.859
H 5.554 -0.207 -1.470
H -2.126 -3.626 2.170
H -3.094 -4.430 -0.551
H 4.860 0.275 0.146
H -0.548 3.762 0.920
H 7.209 -1.861 3.061
H -2.029 -0.322 4.684
H -0.176 1.851 2.199
```

No. 4
One molecule with the formula C20H23ClO4S. Source: the Open Molecules 2025 dataset; level of theory: ωB97M-V with the def2-TZVPD basis set.

Computed properties:
LUMO: 0.4385 eV
energy relative to the best compared isomer or geometry (same formula, charge and spin): 0.0 kJ/mol
Kohn-Sham gap: 8.9 eV
molar mass: 394.9 g mol⁻¹
HOMO energy: -8.51 eV
2S+1: 1

XYZ file:
```
49
C20H23ClO4S, DFT ωB97M-V with the def2-TZVPD basis set
Cl 2.359 -3.543 -4.980
S -0.675 1.106 2.888
O 0.663 0.309 -0.852
O 1.648 -1.917 0.611
O -1.333 -0.617 -1.333
O 0.666 1.619 3.162
C 3.169 -2.476 -2.640
C -1.867 3.061 4.418
C 1.753 -2.319 -0.695
C 0.463 -1.267 1.013
C 0.210 -0.194 -3.092
C 0.461 0.205 0.560
C 1.058 -0.360 -5.725
C 2.972 -2.089 -1.329
C 0.935 -3.370 -2.700
C 2.140 -3.102 -3.325
C 0.743 -2.984 -1.386
C -2.510 2.032 5.345
C -0.784 0.936 1.036
C 1.889 0.192 -4.762
C -0.258 -0.193 -1.688
C 1.471 0.276 -3.448
C -0.201 -0.823 -5.375
C -0.626 -0.741 -4.064
C -2.549 2.523 6.787
C -1.808 2.575 2.981
H -1.403 3.345 2.327
H -1.542 2.716 7.148
H -2.428 3.998 4.464
H 1.345 0.701 0.980
H -2.781 2.244 2.623
H 3.756 -1.595 -0.776
H -0.847 3.263 4.753
H -0.201 -3.204 -0.912
H -0.821 1.924 0.580
H -3.009 1.779 7.432
H -0.434 -1.770 0.639
H -1.692 0.383 0.810
H 2.115 0.696 -2.691
H 2.869 0.551 -5.039
H -3.527 1.822 5.004
H 1.394 -0.433 -6.748
H -1.939 1.103 5.292
H 4.110 -2.285 -3.131
H -3.122 3.445 6.862
H 0.464 -1.290 2.105
H 0.148 -3.875 -3.235
H -0.846 -1.254 -6.127
H -1.598 -1.101 -3.766
```

No. 5
One molecule with the formula C4H6O2. Source: the Open Molecules 2025 dataset; level of theory: ωB97M-V with the def2-TZVPD basis set.

Computed properties:
LUMO (spin up / spin down): -1.5788 / -1.5771 eV
energy relative to the best compared isomer or geometry (same formula, charge and spin): 408.4 kJ/mol
Kohn-Sham gap (spin up / spin down): 8.0 / 8.0 eV
molar mass: 86.1 g mol⁻¹
HOMO energy (spin up / spin down): -9.62 / -9.62 eV
2S+1: 1

XYZ file:
```
12
C4H6O2, DFT ωB97M-V with the def2-TZVPD basis set
O 0.031 1.626 0.821
O -2.783 -1.126 -0.438
C -0.589 -0.608 0.308
C 1.566 0.276 -0.481
C -2.032 -0.294 0.019
C 0.346 0.494 0.399
H 2.365 0.904 -0.103
H -0.270 -1.611 0.039
H 0.560 -0.298 1.383
H 1.882 -0.770 -0.574
H 1.227 0.633 -1.457
H -2.304 0.774 0.083
```

No. 6
C8H15FeNOP as an isolated structure. Source: the Open Molecules 2025 dataset; level of theory: ωB97M-V with the def2-TZVPD basis set.

Computed properties:
LUMO (spin up / spin down): 0.7202 / 0.1039 eV
Kohn-Sham gap (spin up / spin down): 4.4 / 8.7 eV
molar mass: 228.0 g mol⁻¹
HOMO energy (spin up / spin down): -3.63 / -8.63 eV
2S+1: 6

XYZ file:
```
27
C8H15FeNOP, DFT ωB97M-V with the def2-TZVPD basis set
Fe -1.389 -1.601 -1.189
P 0.565 -1.078 -1.866
O 0.686 0.123 0.923
N 2.043 1.583 1.950
C -3.046 -2.554 -1.878
C -2.270 -0.184 -1.731
C -2.318 -1.653 -2.796
C 1.382 1.139 0.868
C -3.668 -1.827 -0.717
C 1.993 0.928 3.231
C 3.048 2.590 1.733
C -3.189 -0.483 -0.603
H 3.767 2.249 0.942
H -1.789 0.806 -2.056
H 2.667 1.508 3.871
H -4.335 -2.355 -0.071
H 2.539 3.507 1.348
H 0.954 0.351 -1.851
H 1.135 -1.620 -3.013
H -2.219 -1.946 -3.899
H -3.425 0.175 0.239
H 0.987 0.936 3.640
H 1.546 1.747 -0.016
H -3.115 -3.653 -2.102
H 3.553 2.747 2.713
H 2.315 -0.119 3.208
H 1.580 -1.318 -0.878
```

No. 7
An isolated ion of composition C4H6O2 and charge +1. Source: the Open Molecules 2025 dataset; level of theory: ωB97M-V with the def2-TZVPD basis set.

Computed properties:
LUMO (spin up / spin down): -6.6440 / -10.2220 eV
energy relative to the best compared isomer or geometry (same formula, charge and spin): 0.0 kJ/mol
Kohn-Sham gap (spin up / spin down): 7.7 / 4.1 eV
charge: +1
molar mass: 86.1 g mol⁻¹
HOMO energy (spin up / spin down): -14.32 / -14.30 eV
2S+1: 2

XYZ file:
```
12
C4H6O2, DFT ωB97M-V with the def2-TZVPD basis set
O -0.267 -2.510 -0.833
O 0.679 2.299 -1.123
C 1.087 1.350 -0.526
C -0.374 -1.773 0.112
C 0.142 0.708 0.475
C -0.827 -0.341 -0.084
H -1.773 -0.197 0.438
H 2.115 0.976 -0.696
H -1.038 -0.181 -1.138
H 0.770 0.293 1.271
H -0.376 1.521 0.977
H -0.138 -2.143 1.127
```

No. 8
C3H4O2Yb as an isolated structure. Source: the Open Molecules 2025 dataset; level of theory: ωB97M-V with the def2-TZVPD basis set.

Computed properties:
LUMO (spin up / spin down): -4.7104 / -5.9976 eV
energy relative to the best compared isomer or geometry (same formula, charge and spin): 53.9 kJ/mol
Kohn-Sham gap (spin up / spin down): 7.9 / 6.6 eV
charge: +1
molar mass: 245.1 g mol⁻¹
HOMO energy (spin up / spin down): -12.58 / -12.62 eV
2S+1: 2

XYZ file:
```
10
C3H4O2Yb, DFT ωB97M-V with the def2-TZVPD basis set
Yb -0.238 -2.210 0.431
O 0.623 0.771 0.693
O -0.142 -1.273 -1.378
C -0.188 0.063 -1.492
C 0.102 1.014 -0.528
C 0.016 -0.230 1.586
H 0.827 1.434 -1.412
H -0.794 0.476 -2.317
H 0.707 -0.270 2.442
H -0.914 0.224 1.976
```

No. 9
One molecule with the formula C10H10N6O6. Source: the Open Molecules 2025 dataset; level of theory: ωB97M-V with the def2-TZVPD basis set.

Computed properties:
LUMO: -1.0513 eV
energy relative to the best compared isomer or geometry (same formula, charge and spin): 219.6 kJ/mol
Kohn-Sham gap: 7.2 eV
structure (SMILES): [O-][N+]([O-])=C1c2no[n+]([O-])c2-c2no[n+]([O-])c2[C@@H]1[NH+]1CCCC1
molar mass: 310.2 g mol⁻¹
HOMO energy: -8.29 eV
2S+1: 1

XYZ file:
```
32
C10H10N6O6, DFT ωB97M-V with the def2-TZVPD basis set
O 2.011 -2.017 -1.249
O -3.049 -1.291 -1.148
O 1.762 3.607 -1.920
O -3.280 0.940 -1.665
O 3.541 -0.455 -1.515
O -0.285 4.542 -2.198
N -0.020 -1.216 0.485
N 0.351 3.542 -1.914
N 2.348 -0.783 -1.330
N -2.493 2.069 -1.759
N -2.510 -0.196 -1.283
N 2.336 2.400 -1.613
C 0.045 2.254 -1.530
C 1.277 1.545 -1.406
C 0.684 -1.122 2.816
C -1.294 -1.130 1.324
C 1.288 0.143 -1.137
C -0.020 -0.597 -0.862
C -0.845 -1.182 2.781
C 1.187 -0.936 1.391
C -1.209 0.243 -1.140
C -1.214 1.599 -1.479
H 1.532 0.092 1.223
H -1.261 -0.316 3.310
H -1.787 -0.175 1.115
H 1.970 -1.646 1.084
H 1.014 -0.265 3.413
H 0.083 -2.207 0.263
H -0.075 -1.413 -1.600
H 1.133 -2.018 3.259
H -1.249 -2.072 3.274
H -1.973 -1.939 1.010
```

No. 10
One molecule with the formula C7H9NO. Source: the Open Molecules 2025 dataset; level of theory: ωB97M-V with the def2-TZVPD basis set.

Computed properties:
LUMO: 0.2284 eV
energy relative to the best compared isomer or geometry (same formula, charge and spin): 513.6 kJ/mol
Kohn-Sham gap: 9.1 eV
structure (SMILES): O=C1C=CCNC12CC2
molar mass: 123.2 g mol⁻¹
HOMO energy: -8.87 eV
2S+1: 1

XYZ file:
```
18
C7H9NO, DFT ωB97M-V with the def2-TZVPD basis set
O -1.219 -1.230 -1.609
N 0.886 1.042 0.555
C 0.687 0.050 -0.395
C -0.850 -0.334 -0.765
C 1.944 -0.016 -1.260
C 1.671 -1.096 -0.143
C 0.032 0.671 1.817
C -1.538 0.691 1.347
C -1.938 0.210 0.202
H 0.357 2.083 0.206
H -3.011 0.212 -0.172
H 0.356 -0.419 2.214
H 0.200 1.333 2.591
H 2.833 0.673 -1.196
H 2.200 -0.870 0.816
H -2.264 1.268 2.141
H 1.236 -2.308 -0.119
H 1.595 -0.485 -2.305
```

No. 11
One molecule with the formula C4H4S. Source: the Open Molecules 2025 dataset; level of theory: ωB97M-V with the def2-TZVPD basis set.

Computed properties:
LUMO: -1.0592 eV
energy relative to the best compared isomer or geometry (same formula, charge and spin): 272.5 kJ/mol
Kohn-Sham gap: 7.9 eV
structure (SMILES): C#CC(C)=S
molar mass: 84.1 g mol⁻¹
HOMO energy: -8.96 eV
2S+1: 1

XYZ file:
```
9
C4H4S, DFT ωB97M-V with the def2-TZVPD basis set
S -1.584 -0.646 0.007
C 0.045 1.785 -0.004
C -0.084 0.176 -0.008
C 2.361 -0.804 0.049
C 1.258 -0.352 -0.063
H 0.690 2.044 0.958
H 0.628 2.052 -0.867
H 3.449 -0.958 -0.049
H -0.899 2.368 0.001
```

No. 12
A 7-piece molecular cluster, C26H71N9O9 overall. Source: the Open Molecules 2025 dataset; level of theory: ωB97M-V with the def2-TZVPD basis set.

Computed properties:
LUMO: 0.4209 eV
energy relative to the best compared isomer or geometry (same formula, charge and spin): 0.0 kJ/mol
Kohn-Sham gap: 8.7 eV
structure (SMILES): COC[C@H](C)N.COC[C@H](C)N.COC[C@H](C)N.COCCNCCOC.COCCNCCOC.NC(N)=O.NC(N)=O
molar mass: 653.9 g mol⁻¹
HOMO energy: -8.24 eV
2S+1: 1

XYZ file:
```
115
C26H71N9O9, DFT ωB97M-V with the def2-TZVPD basis set
O 1.207 1.106 0.560
O -1.896 6.696 -1.620
O -1.285 3.767 -2.923
O 2.596 4.958 -1.766
O -3.588 -0.895 -1.305
O 7.375 -7.462 2.987
O 2.344 -3.583 -0.391
O -5.867 3.840 1.497
O 4.207 -3.296 4.129
N 2.947 3.339 -0.298
N -0.722 -5.728 0.006
N -0.294 3.485 1.398
N -3.081 5.361 1.005
N -3.361 4.767 -2.794
N -2.844 -0.204 -4.965
N 4.958 -5.717 2.540
N 1.005 3.389 -1.373
N -3.169 2.825 -3.672
C -0.827 2.141 1.483
C -4.702 3.903 2.346
C 4.961 -2.050 4.105
C 5.824 -6.368 1.529
C 2.314 0.184 0.912
C 3.174 -3.822 -1.628
C -2.859 -0.779 -2.560
C -6.386 2.504 1.470
C -0.588 -3.437 -0.360
C -2.655 6.741 0.831
C -4.279 0.233 -0.925
C 0.247 1.001 1.640
C 3.676 -3.632 2.872
C -4.785 -1.511 -4.195
C -0.814 6.981 -2.484
C 1.609 -4.661 0.013
C 6.376 -7.756 2.082
C -4.020 5.235 2.177
C -3.689 -0.504 -3.857
C 8.340 -8.479 3.189
C 4.710 -4.354 2.066
C -2.521 3.784 -3.065
C 2.227 3.990 -1.193
C -1.670 2.120 0.167
C 0.161 -4.721 -0.654
C -1.478 6.764 -0.226
H -4.980 3.641 3.367
H -4.175 2.823 -3.578
H 4.281 -1.203 4.012
H -5.579 1.779 1.370
H 5.251 -6.618 0.636
H -6.921 2.371 0.530
H 2.145 -0.781 0.435
H -4.206 0.446 -3.726
H 8.863 -8.594 2.240
H -6.934 2.369 2.403
H -5.641 -1.627 -3.530
H 2.512 2.617 0.260
H 0.784 2.541 -0.870
H 9.127 -8.129 3.857
H 6.624 -5.723 1.166
H -5.201 -1.411 -5.197
H 3.223 -2.761 2.396
H -4.016 3.137 1.983
H -0.027 -2.594 -0.764
H 6.788 -8.163 1.158
H -1.638 -3.435 -0.650
H 5.627 -1.998 3.244
H -0.957 -5.449 0.948
H 3.452 -2.854 -2.045
H 4.297 -4.326 1.058
H 4.066 -4.396 -1.378
H -2.720 1.989 -4.016
H -0.720 6.026 0.038
H 1.506 -4.512 1.088
H -2.943 5.663 -2.588
H -2.198 -0.969 -5.102
H 0.715 1.120 2.617
H -2.343 1.266 0.091
H 0.208 -4.821 -1.738
H -2.469 2.857 0.097
H 7.940 -9.432 3.536
H -3.428 -0.271 -5.787
H -3.844 1.112 -1.401
H -4.811 5.984 2.138
H 2.464 0.068 1.985
H -2.114 0.012 -2.470
H -4.326 0.335 0.159
H 0.244 3.796 -1.897
H -2.329 7.126 1.797
H 5.620 -3.754 2.084
H -0.972 6.423 -3.407
H -4.402 -2.526 -4.085
H 2.636 -4.320 -2.435
H -3.516 4.984 0.176
H -1.453 2.125 2.375
H 5.507 -5.757 3.387
H -3.447 5.497 3.066
H 2.891 -4.365 3.056
H -5.312 0.113 -1.253
H -4.338 4.720 -3.047
H 3.807 3.774 0.005
H 5.428 -1.940 5.084
H -0.589 -3.171 0.697
H -3.474 7.333 0.421
H -0.236 0.026 1.576
H -2.332 -1.716 -2.740
H -1.026 4.178 1.462
H -1.556 -5.648 -0.558
H 5.545 -8.333 2.486
H 2.175 -5.585 -0.111
H -0.661 8.013 -2.798
H 0.113 3.607 0.481
H 3.191 0.626 0.439
H 0.095 6.586 -2.031
H -1.028 7.755 -0.170
H -1.141 2.190 -0.784
```

Short version: E_tot = -9270.09767; -6273.35175; -769029.44922; -52660.68055; -8336.22875; -55743.84598; -8328.95413; -38788.84983; -31744.63838; -10937.49147; -15044.85504; -59947.00434 eV, in the order given.